The following is a DFT calculation (the ωB97M-V functional and the def2-TZVPD basis) of a molecular structure, C33H45I2N6O2PV in a non-equilibrium geometry.

CARTESIAN COORDINATES (ANGSTROEM)
V 0.96 0.32 -1.74
C -1.29 0.97 -3.93
O -0.59 1.34 -2.72
C -0.84 2.60 -2.19
C -1.97 3.35 -2.47
C -2.08 4.61 -1.89
C -1.08 5.10 -1.06
C 0.05 4.35 -0.79
C 0.14 3.08 -1.33
N 1.28 2.22 -1.21
N 2.32 2.78 -0.73
C 3.52 2.16 -0.80
C 3.77 0.99 -1.56
O 2.82 0.28 -2.10
C 5.11 0.56 -1.78
C 6.14 1.24 -1.22
C 5.93 2.39 -0.39
C 7.03 3.05 0.20
C 6.83 4.15 0.99
C 5.53 4.62 1.20
C 4.45 3.99 0.64
C 4.63 2.86 -0.18
H -1.11 1.72 -4.69
H -0.88 0.01 -4.23
H -2.35 0.87 -3.72
H -2.74 2.99 -3.14
H -2.95 5.21 -2.10
H -1.18 6.09 -0.63
H 0.84 4.71 -0.15
H 5.25 -0.31 -2.40
H 7.15 0.90 -1.38
H 8.03 2.67 0.02
H 7.68 4.65 1.44
H 5.38 5.48 1.83
H 3.45 4.36 0.82
I 3.03 -0.84 1.39
C 3.89 -2.39 0.24
I 2.86 -3.12 -1.45
H 4.02 -3.23 0.91
H 4.85 -2.02 -0.11
N -0.04 -0.75 -0.72
P -1.04 -1.30 0.37
N -2.40 -1.80 -0.45
C -3.45 -2.64 0.14
C -3.94 -3.68 -0.86
C -4.08 -3.08 -2.27
C -4.13 -1.56 -2.20
C -2.83 -1.02 -1.62
N -1.32 -0.11 1.51
C -0.96 1.28 1.18
C -1.59 2.25 2.16
C -3.12 2.17 2.10
C -3.60 0.72 1.94
C -2.50 -0.24 2.38
N -0.64 -2.62 1.25
C -0.49 -3.92 0.57
C 0.63 -4.73 1.20
C 0.33 -5.05 2.67
C -0.54 -3.95 3.29
C -0.20 -2.61 2.66
H -4.28 -2.02 0.49
H -3.04 -3.13 1.02
H -4.89 -4.08 -0.51
H -3.24 -4.52 -0.89
H -4.97 -3.47 -2.77
H -3.23 -3.37 -2.89
H -4.98 -1.23 -1.60
H -4.27 -1.12 -3.19
H -2.93 0.04 -1.37
H -2.04 -1.10 -2.37
H -1.29 1.54 0.17
H 0.13 1.37 1.20
H -1.25 3.26 1.93
H -1.23 2.03 3.17
H -3.48 2.77 1.27
H -3.54 2.61 3.01
H -3.83 0.51 0.89
H -4.51 0.53 2.51
H -2.83 -1.28 2.37
H -2.21 -0.03 3.41
H -0.30 -3.74 -0.49
H -1.43 -4.48 0.64
H 1.56 -4.17 1.11
H 0.77 -5.64 0.62
H 1.27 -5.11 3.22
H -0.15 -6.02 2.77
H -0.40 -3.90 4.37
H -1.60 -4.15 3.11
H 0.88 -2.42 2.72
H -0.69 -1.79 3.18

Summary:
- lowest unoccupied orbital energy (alpha / beta) (Ha) = -0.1274 / -0.1336
- expectation value of S² = 2.032
- gap between HOMO and LUMO (alpha / beta) (eV) = 6.8553 / 6.8734
- molecular weight (g/mol) = 893.49
- 2S+1 = 3
- electronic energy (eV) = -99161.74432
- charge = +1

Atomic partial charges in e from the Mulliken method, atoms 1 to 4:
1 V 0.670
2 C -1.239
3 O 0.316
4 C 1.296

---

The following is a DFT calculation (the ωB97M-V functional and the def2-TZVPD basis) of C6H7OP in the gas phase in a non-equilibrium geometry.

CARTESIAN COORDINATES (ANGSTROEM)
C -1.38 0.82 1.07
C -1.18 -0.42 1.77
C -0.80 1.41 0.04
C -0.16 -1.20 1.61
C 0.37 0.91 -0.78
C 0.96 -0.40 -0.69
O 1.58 0.77 -0.14
P 1.70 -1.01 -2.19
H -2.14 1.50 1.51
H -1.99 -0.60 2.42
H -1.19 2.42 -0.23
H 0.62 -1.85 1.39
H 0.61 1.44 -1.70
H 0.57 -1.78 -2.35
H 2.41 -1.99 -1.71

Summary:
- lowest unoccupied orbital energy (alpha / beta) (Ha) = -0.0172 / 0.0129
- gap between HOMO and LUMO (alpha / beta) (eV) = 7.6340 / 8.6265
- molecular weight (g/mol) = 126.09
- electronic energy (eV) = -17663.71921

Atomic partial charges in e from the natural (NBO) method, atoms 1 to 4:
1 C -0.196
2 C -0.355
3 C -0.185
4 C -0.035

---

The following is a DFT calculation (the ωB97M-V functional and the def2-TZVPD basis) of C3H7NO in the gas phase in a non-equilibrium geometry.

CARTESIAN COORDINATES (ANGSTROEM)
C 1.49 -0.29 -0.13
N 0.29 -1.10 -0.12
C -1.01 -0.51 -0.05
C -0.97 1.06 -0.07
O -1.98 -1.17 -0.10
H 1.36 0.31 -0.82
H 1.47 0.16 0.92
H 2.31 -0.80 0.00
H 0.29 -1.74 0.45
H -0.59 1.35 -1.03
H -0.42 1.58 0.70
H -2.23 1.17 0.26

Summary:
- lowest unoccupied orbital energy (Ha) = 0.0306
- gap between HOMO and LUMO (eV) = 10.3133
- molecular weight (g/mol) = 73.09
- SMILES = CNC(C)=O
- electronic energy (eV) = -6759.08858

Atomic partial charges in e from the natural (NBO) method, atoms 1 to 4:
1 C -0.376
2 N -0.609
3 C 0.695
4 C -0.743

---

The following is a DFT calculation (the ωB97M-V functional and the def2-TZVPD basis) of C2HClO2 in the gas phase in a non-equilibrium geometry.

CARTESIAN COORDINATES (ANGSTROEM)
C 0.52 0.04 -0.04
C -0.68 -0.27 -0.71
O 1.65 -0.31 -0.28
O -1.71 0.01 -1.11
Cl -0.26 -0.53 1.80
H 0.48 1.05 0.34

Summary:
- lowest unoccupied orbital energy (Ha) = -0.0737
- gap between HOMO and LUMO (eV) = 8.0778
- molecular weight (g/mol) = 92.48
- electronic energy (eV) = -18704.39047

Atomic partial charges in e from the natural (NBO) method, atoms 1 to 4:
1 C 0.073
2 C 0.841
3 O -0.560
4 O -0.286

---

The following is a DFT calculation (the ωB97M-V functional and the def2-TZVPD basis) of C5H6O2 in the gas phase.

CARTESIAN COORDINATES (ANGSTROEM)
O -3.26 0.52 -0.91
C -2.25 -0.13 -0.91
C -1.65 -0.76 0.34
C -0.20 -0.56 0.34
C 0.97 -0.29 0.25
C 2.34 0.24 0.19
O 2.33 1.64 -0.04
H -1.67 -0.31 -1.84
H -2.13 -0.31 1.21
H -1.90 -1.83 0.34
H 2.88 -0.01 1.12
H 2.89 -0.20 -0.64
H 1.66 2.02 0.55

Summary:
- lowest unoccupied orbital energy (Ha) = 0.0273
- gap between HOMO and LUMO (eV) = 10.6693
- molecular weight (g/mol) = 98.10
- SMILES = O=CCC#CCO
- electronic energy (eV) = -9374.69303

Atomic partial charges in e from the natural (NBO) method, atoms 1 to 4:
1 O -0.502
2 C 0.458
3 C -0.583
4 C -0.016

---

The following is a DFT calculation (the ωB97M-V functional and the def2-TZVPD basis) of a molecular structure, C17H23ClEuN2O4.

CARTESIAN COORDINATES (ANGSTROEM)
Eu 0.95 0.16 -0.62
C -0.04 0.89 1.76
C 0.49 -0.40 1.97
C 1.90 -0.31 1.87
C 2.24 1.03 1.59
C 1.04 1.78 1.52
C 0.88 3.26 1.32
C 3.64 1.56 1.48
C 2.86 -1.42 2.16
C -0.25 -1.62 2.41
C -1.47 1.32 1.88
H 0.16 3.48 0.52
H 1.83 3.73 1.05
H 0.52 3.74 2.23
H 4.23 0.99 0.76
H 4.15 1.51 2.44
H 3.65 2.60 1.14
H 3.03 -2.07 1.29
H 2.49 -2.05 2.97
H 3.83 -1.02 2.47
H 0.14 -2.52 1.92
H -1.32 -1.55 2.18
H -0.16 -1.77 3.49
H -1.80 1.88 1.00
H -1.62 1.96 2.75
H -2.14 0.46 1.99
C -1.72 -3.39 -0.49
C -2.00 -2.15 -1.27
N -1.41 -0.98 -1.14
C -2.07 -0.12 -2.00
C -3.04 -0.80 -2.68
N -2.97 -2.08 -2.20
C -4.04 -0.47 -3.73
O -4.07 0.77 -4.13
O -4.77 -1.34 -4.15
C -1.68 1.32 -2.07
O -2.35 2.07 -2.80
O -0.68 1.65 -1.37
H -0.66 -3.43 -0.27
H -2.01 -4.27 -1.05
H -2.28 -3.37 0.45
H -3.59 -2.81 -2.52
H -3.36 1.32 -3.64
Cl 1.57 -2.34 -1.11
C 2.75 1.09 -2.14
H 3.76 0.72 -1.93
H 2.82 2.18 -2.12
H 2.55 0.82 -3.19

Summary:
- lowest unoccupied orbital energy (alpha / beta) (Ha) = 0.0981 / 0.0982
- expectation value of S² = 12.019
- gap between HOMO and LUMO (alpha / beta) (eV) = 7.4307 / 7.3729
- molecular weight (g/mol) = 506.80
- 2S+1 = 7
- electronic energy (eV) = -61030.57048
- charge = -1

Atomic partial charges in e from the natural (NBO) method, atoms 1 to 4:
1 Eu 1.681
2 C -0.128
3 C -0.130
4 C -0.157

---

The following is a DFT calculation (the ωB97M-V functional and the def2-TZVPD basis) of 2 unconnected molecules or ions with the total composition C2HIS in a non-equilibrium geometry.

CARTESIAN COORDINATES (ANGSTROEM)
C 0.41 -0.08 0.63
C -1.62 0.85 0.47
S 1.52 0.27 -0.51
I -2.73 -0.52 -0.46
H 2.42 -0.52 -0.13

Summary:
- lowest unoccupied orbital energy (alpha / beta) (Ha) = -0.0333 / -0.0461
- gap between HOMO and LUMO (alpha / beta) (eV) = 7.1079 / 6.5620
- molecular weight (g/mol) = 184.00
- electronic energy (eV) = -21017.23947

Atomic partial charges in e from the natural (NBO) method, atoms 1 to 4:
1 C -0.308
2 C -0.242
3 S 0.206
4 I 0.255

---

The following is a DFT calculation (the ωB97M-V functional and the def2-TZVPD basis) of a molecular structure, C62H77O5SiW in a non-equilibrium geometry.

CARTESIAN COORDINATES (ANGSTROEM)
W -1.19 -0.06 -0.37
C -0.59 0.61 2.78
O -1.41 0.06 1.71
C -2.83 0.07 2.01
C -3.45 -1.14 2.35
C -2.75 -2.47 2.51
C -1.80 -3.04 1.48
C -1.12 -4.20 1.81
C -0.33 -4.92 0.92
C -0.23 -4.43 -0.38
C -0.89 -3.27 -0.77
C -0.91 -2.82 -2.22
C -0.03 -1.60 -2.35
C 1.41 -1.84 -2.52
C 2.50 0.01 -3.15
C 1.43 1.03 -2.90
C 0.10 0.93 -2.68
C -0.73 2.22 -2.62
C -0.78 2.88 -1.26
C -0.22 4.13 -1.06
C -0.41 4.84 0.13
C -1.14 4.21 1.15
C -1.78 3.00 0.97
C -2.89 2.66 1.95
C -3.50 1.28 2.07
C -4.84 1.26 2.45
C -5.51 0.10 2.81
C -4.78 -1.09 2.73
C -6.93 0.10 3.36
C -7.85 -0.62 2.38
C -6.92 -0.63 4.72
C -7.46 1.52 3.59
C -1.58 2.31 -0.24
O -2.41 1.24 -0.58
C -0.03 6.31 0.29
C 0.83 6.53 1.54
C 0.71 6.85 -0.94
C -1.35 7.09 0.44
C -0.61 -0.36 -2.54
O -2.01 -0.30 -2.62
C -2.53 -0.28 -3.98
C 3.72 0.76 -3.85
C 3.81 2.25 -3.45
C 5.13 0.20 -3.60
C 3.47 0.74 -5.36
C -1.64 -2.55 0.18
O -2.35 -1.43 -0.28
C 0.34 -6.22 1.34
C 1.42 -6.65 0.35
C 0.98 -6.08 2.73
C -0.76 -7.29 1.39
H -0.30 -0.20 3.44
H 0.29 1.06 2.32
H -1.16 1.35 3.33
H -2.22 -2.45 3.47
H -3.53 -3.22 2.63
H -1.25 -4.58 2.82
H 0.33 -4.97 -1.13
H -0.52 -3.62 -2.84
H -1.93 -2.61 -2.51
H 1.60 -2.91 -2.43
H 1.78 2.05 -2.95
H -0.31 2.93 -3.33
H -1.76 2.03 -2.94
H 0.35 4.58 -1.86
H -1.32 4.74 2.07
H -2.58 2.98 2.95
H -3.70 3.34 1.69
H -5.37 2.20 2.49
H -5.27 -2.02 3.01
H -7.50 -1.63 2.16
H -8.85 -0.70 2.81
H -7.93 -0.07 1.44
H -6.79 -1.71 4.60
H -6.14 -0.25 5.37
H -7.88 -0.48 5.22
H -7.52 2.09 2.66
H -8.47 1.46 3.99
H -6.85 2.06 4.31
H 1.81 6.06 1.46
H 0.99 7.60 1.68
H 0.34 6.15 2.44
H 1.64 6.31 -1.15
H 0.07 6.83 -1.83
H 0.97 7.89 -0.76
H -1.85 6.87 1.38
H -1.13 8.16 0.42
H -2.03 6.87 -0.39
H -2.07 0.52 -4.55
H -2.33 -1.24 -4.46
H -3.60 -0.11 -3.90
H 3.78 2.41 -2.37
H 4.77 2.64 -3.80
H 3.05 2.87 -3.94
H 5.41 0.27 -2.55
H 5.24 -0.83 -3.93
H 5.83 0.80 -4.17
H 2.46 1.09 -5.61
H 4.18 1.41 -5.85
H 3.61 -0.25 -5.79
H 2.17 -5.87 0.20
H 1.93 -7.53 0.75
H 1.01 -6.94 -0.62
H 1.71 -5.26 2.75
H 0.24 -5.91 3.51
H 1.50 -7.00 2.97
H -1.29 -7.36 0.44
H -0.31 -8.26 1.59
H -1.49 -7.08 2.17
C 1.67 -2.25 1.88
C 2.77 -1.26 1.50
C 4.08 -2.07 1.34
C 3.00 -0.26 2.66
Si 2.27 -0.27 -0.09
O 0.58 0.00 -0.01
C 2.55 -0.99 -1.85
C 1.86 -1.22 -3.90
C 2.72 -2.24 -4.60
C 3.65 -2.99 -4.01
C 4.17 -2.79 -2.67
C 3.78 -1.87 -1.79
C 3.17 1.35 -0.06
C 4.57 1.36 -0.12
C 5.28 2.55 -0.10
C 4.60 3.76 -0.06
C 3.21 3.77 0.01
C 2.51 2.57 0.04
H 1.77 -2.56 2.92
H 1.73 -3.14 1.27
H 0.68 -1.82 1.75
H 4.31 -2.54 2.30
H 4.92 -1.42 1.09
H 3.99 -2.86 0.60
H 3.77 -0.63 3.32
H 2.10 -0.13 3.26
H 3.32 0.73 2.31
H 1.04 -0.92 -4.54
H 2.46 -2.42 -5.63
H 4.14 -3.75 -4.61
H 5.05 -3.38 -2.42
H 4.39 -1.74 -0.91
H 5.11 0.42 -0.17
H 6.36 2.54 -0.13
H 5.15 4.69 -0.06
H 2.67 4.70 0.06
H 1.43 2.57 0.13

Summary:
- lowest unoccupied orbital energy (Ha) = -0.3921
- gap between HOMO and LUMO (eV) = 4.6555
- molecular weight (g/mol) = 1114.22
- electronic energy (eV) = -85459.00296
- charge = +3

Atomic partial charges in e from the Mulliken method, atoms 1 to 4:
1 W 2.443
2 C -0.835
3 O 0.140
4 C -1.027